No. 1
A structure of composition FHO2PbS, computed with ωB97M-V/def2-TZVPD.

```
6
Properties=species:S:1:pos:R:3:forces:R:3
O 1.3896 -0.8399 0.3990 -0.6 0.7 0.7
Pb -1.5145 0.2750 -0.0584 4.3 2.0 2.4
F -3.3443 -0.0593 0.0448 -6.5 -1.6 -0.5
S 1.0197 0.5006 -0.5849 4.5 1.5 -1.7
O 1.3881 1.7850 0.1859 -1.8 -2.6 -0.6
H 1.0614 -1.6614 0.0135 0.1 0.0 -0.3
```
Forces are in eV/Å.

Properties
**Kohn-Sham gap (alpha / beta)**: 5.94 / 5.40 eV
**HOMO (alpha / beta)**: -0.279 / -0.261 Ha
**Calculated total energy**: -841.85331 hartree
**2S+1**: 1

No. 2
A structure of composition FLuNO2S2, computed with ωB97M-V/def2-TZVPD.

```
7
Properties=species:S:1:pos:R:3:forces:R:3
O -1.0099 -1.2689 0.4888 1.6 -2.4 -0.7
F 2.3362 0.7961 1.1369 -1.6 -0.5 -1.1
N 0.0716 0.5547 -0.7886 -0.6 -4.0 1.1
O -2.3859 0.6775 -0.3113 2.7 -1.3 2.0
Lu 0.5845 -2.0455 -0.5560 -1.7 4.7 0.6
S 1.5485 0.9798 -0.4163 3.3 0.4 0.2
S -1.1450 0.3063 0.4466 -3.7 3.2 -2.2
```
Forces are in eV/Å.

Properties
**Kohn-Sham gap (alpha / beta)**: 4.46 / 4.37 eV
**HOMO (alpha / beta)**: -0.447 / -0.447 Ha
**Charge**: +1
**Calculated total energy**: -2336.58177 hartree
**2S+1**: 1

No. 3
A structure of composition FNO2S, computed with ωB97M-V/def2-TZVPD.

```
5
Properties=species:S:1:pos:R:3:forces:R:3
O 0.3940 0.8228 -0.0265 6.3 -0.5 -0.6
F 1.9642 -0.7430 0.2182 -0.7 1.2 -0.4
O -2.1117 -1.0237 -0.1640 -0.8 -3.2 -0.8
N 1.5483 0.6311 -0.2460 -3.8 -0.2 0.9
S -1.7948 0.3128 0.2182 -1.0 2.7 0.9
```
Forces are in eV/Å.

Properties
**Kohn-Sham gap (alpha / beta)**: 6.82 / 6.94 eV
**Energy above the lowest of the compared OMol25 structures with the same formula, charge and spin**: 237.2 kJ/mol
**HOMO (alpha / beta)**: -0.321 / -0.326 Ha
**Calculated total energy**: -703.08477 hartree
**2S+1**: 1

No. 4
A structure of composition FNO2S2Sc, computed with ωB97M-V/def2-TZVPD.

```
7
Properties=species:S:1:pos:R:3:forces:R:3
S 1.3552 0.5937 -0.6911 -1.4 0.4 1.7
S -1.2886 0.2743 0.4546 -4.0 3.6 -1.3
Sc 0.9302 -1.8940 -0.1007 -1.7 2.1 0.7
N -0.0608 1.2076 -0.3739 1.8 -1.4 -0.5
F 2.4039 0.5305 0.8694 -1.1 -1.1 -1.4
O -0.8570 -1.2291 0.2633 3.6 -2.7 -1.2
O -2.4829 0.5169 -0.4217 2.8 -0.9 2.0
```
Forces are in eV/Å.

Properties
**Kohn-Sham gap (alpha / beta)**: 5.90 / 5.90 eV
**Energy above the lowest of the compared OMol25 structures with the same formula, charge and spin**: 297.7 kJ/mol
**HOMO (alpha / beta)**: -0.494 / -0.494 Ha
**Charge**: +1
**Calculated total energy**: -1861.81972 hartree
**2S+1**: 1

No. 5
The molecule FPS, computed with ωB97M-V/def2-TZVPD.

```
3
Properties=species:S:1:pos:R:3:forces:R:3
F -0.3870 1.0404 -0.3228 -3.3 0.4 -2.0
P 1.1733 -1.5470 0.8455 -1.5 2.0 -1.1
S 0.7420 0.3099 0.4245 4.7 -2.4 3.1
```
Forces are in eV/Å.

Properties
**Kohn-Sham gap**: 7.43 eV
**Energy above the lowest of the compared OMol25 structures with the same formula, charge and spin**: 253.6 kJ/mol
**HOMO**: -0.327 Ha
**Calculated total energy**: -839.32954 hartree
**2S+1**: 1

No. 6
A cluster of 6 separate species, H10IO5 in total, computed with ωB97M-V/def2-TZVPD.

```
16
Properties=species:S:1:pos:R:3:forces:R:3
H -2.0474 -2.8522 -2.4146 0.0 0.2 -0.1
H 3.7445 -0.7341 1.4971 0.1 0.1 -0.1
O 1.3015 2.0269 1.6930 0.4 0.5 0.3
O -2.3200 1.8630 0.9852 -0.4 0.7 0.0
H 0.0710 0.4861 -2.0874 -0.1 -0.4 0.7
O 3.0307 -1.0302 2.0619 0.5 -0.2 0.5
H 0.7649 2.6786 1.2418 -0.2 0.1 -0.2
H 2.2358 -0.8415 1.5631 -0.6 0.0 -0.3
O 0.3715 0.9978 -2.8384 0.2 0.4 -0.5
H -2.5262 1.7745 1.9157 0.0 -0.1 0.2
H -1.5645 -2.7727 -0.9820 0.4 0.4 0.5
H 0.8661 1.1931 1.5157 -0.3 -0.5 -0.2
H -1.7703 1.1045 0.7881 0.4 -0.6 -0.2
O -1.9293 -3.3805 -1.6252 -0.5 -0.8 -0.5
I -0.1713 -1.1055 0.2781 0.0 0.3 0.1
H -0.0571 0.5922 -3.5921 -0.1 -0.1 -0.1
```
Forces are in eV/Å.

Properties
**Kohn-Sham gap**: 8.37 eV
**Energy above the lowest of the compared OMol25 structures with the same formula, charge and spin**: 18.1 kJ/mol
**HOMO**: -0.187 Ha
**Charge**: -1
**Calculated total energy**: -680.01472 hartree
**2S+1**: 1

No. 7
A cluster of 6 separate species, H10IO5 in total, computed with ωB97M-V/def2-TZVPD.

```
16
Properties=species:S:1:pos:R:3:forces:R:3
I 0.1111 -0.2044 0.4584 0.3 0.1 0.3
H 2.8581 -1.7404 -1.6616 -0.9 -1.1 -0.7
H 0.6201 -1.5954 -1.6086 0.1 1.0 1.7
H -2.4239 2.5536 0.6944 0.3 0.2 -1.4
O 0.4021 -2.0464 -2.3986 -0.5 0.1 -2.2
O 3.2941 -1.0084 -1.2806 1.9 0.8 -0.6
H -1.1879 2.3976 -0.1086 1.6 -0.8 -0.1
H 1.0941 1.0296 2.6424 0.0 0.4 0.3
H 2.8301 -0.8174 -0.4896 -1.0 0.4 1.3
O 1.1111 1.5156 3.4954 0.3 0.1 -0.1
O -2.0589 2.7286 -0.2136 -1.9 0.6 1.5
H 1.8351 2.1616 3.4584 -0.4 -0.5 -0.3
H -2.3809 -0.3634 0.0374 -0.4 0.4 -0.1
H 0.6271 -2.9464 -2.2696 0.2 -1.3 0.3
O -3.3289 -0.3794 -0.2246 0.5 -0.2 0.2
H -3.4019 -1.2844 -0.5316 -0.2 -0.2 -0.2
```
Forces are in eV/Å.

Properties
**Kohn-Sham gap**: 8.20 eV
**Energy above the lowest of the compared OMol25 structures with the same formula, charge and spin**: 51.4 kJ/mol
**HOMO**: -0.182 Ha
**Charge**: -1
**Calculated total energy**: -680.00203 hartree
**2S+1**: 1

No. 8
A cluster of 2 separate species, H10N6 in total, computed with ωB97M-V/def2-TZVPD.

```
16
Properties=species:S:1:pos:R:3:forces:R:3
N -0.3012 1.5995 -1.1165 0.0 -0.1 0.2
H 1.4946 0.7388 -1.5458 -0.2 0.1 -0.1
N 0.1973 -0.7892 2.0047 1.9 -0.7 -1.4
H -0.0807 2.0236 -0.2185 0.0 -0.1 -0.3
H 0.7787 0.0497 2.0679 -0.2 -0.3 0.0
H -0.2366 -0.4170 -0.6533 -0.6 0.9 -0.3
H 1.7977 -1.4120 0.7025 -0.1 -0.1 0.2
H -1.5170 0.1000 -1.6326 0.0 0.1 0.1
N -0.9393 0.3513 -0.8343 0.6 -0.5 -0.6
H 0.6887 1.4057 -2.8312 0.0 0.0 0.2
H -1.7083 -1.1616 1.9953 0.1 0.3 -0.1
N 0.9069 1.5204 -1.8466 0.2 -0.1 0.0
N -1.0928 -0.3590 1.8625 -1.0 0.9 -2.3
H -1.2538 0.1106 0.8416 0.0 -1.3 2.6
H 0.4800 -2.3669 0.6165 0.2 0.2 0.2
N 0.7858 -1.3938 0.5877 -0.8 0.5 1.5
```
Forces are in eV/Å.

Properties
**Kohn-Sham gap**: 9.48 eV
**Energy above the lowest of the compared OMol25 structures with the same formula, charge and spin**: 0.0 kJ/mol
**HOMO**: -0.314 Ha
**Calculated total energy**: -334.37174 hartree
**2S+1**: 1

No. 9
A cluster of 4 separate species, H10NO3 in total, computed with ωB97M-V/def2-TZVPD.

```
14
Properties=species:S:1:pos:R:3:forces:R:3
H -2.2088 3.8154 1.6035 -0.3 -0.9 -0.7
H -0.0615 -0.6446 2.5112 -0.3 -0.1 0.1
H 1.8718 -2.5565 -0.1439 -0.2 0.0 0.1
H 0.2083 -2.5545 -0.5979 0.3 -0.4 -0.1
H 0.7360 -0.0567 -3.2493 0.7 -0.6 -0.7
O 0.4041 -0.1950 -2.3644 0.0 0.3 -0.3
N 1.0549 -2.0175 -0.4201 -0.6 1.5 -0.3
H 1.0101 0.4091 2.4252 0.2 0.3 -0.1
O -2.3141 3.0202 1.0297 0.0 0.8 0.5
H 1.2143 -1.3908 -1.2338 0.0 -0.5 -0.3
H -3.1796 3.1127 0.6034 0.3 0.1 0.3
H -0.1011 0.6172 -2.3261 -0.6 0.3 0.9
O 0.5860 -0.2775 1.9077 0.0 -0.3 -0.3
H 0.7796 -1.2816 0.2549 0.4 -0.3 0.9
```
Forces are in eV/Å.

Properties
**Kohn-Sham gap**: 10.64 eV
**Energy above the lowest of the compared OMol25 structures with the same formula, charge and spin**: 77.5 kJ/mol
**HOMO**: -0.514 Ha
**Charge**: +1
**Calculated total energy**: -286.23587 hartree
**2S+1**: 1

No. 10
A structure of composition H10O15S2V, computed with ωB97M-V/def2-TZVPD.

```
28
Properties=species:S:1:pos:R:3:forces:R:3
O -3.8033 0.5658 1.4174 -1.4 0.0 -1.7
O -2.2908 1.6624 2.9481 -0.9 -0.8 -0.7
O 0.4207 2.1956 3.5334 0.0 1.8 -0.9
H -0.3761 -0.2455 -3.4843 -0.1 -0.4 0.4
S -2.4607 0.5636 1.9603 -1.0 -0.2 6.8
O -2.1814 -0.7661 2.6046 0.2 0.8 -1.6
H 3.0219 -1.3248 -0.2290 -0.1 0.6 -0.4
H -1.0968 1.7550 -2.0591 0.2 -0.2 0.1
O -1.4525 0.8998 0.9408 3.7 -1.4 -4.1
V 0.2913 -0.4463 0.5098 -2.1 4.2 1.8
O 3.1354 0.8521 -2.4046 0.7 -0.2 -0.3
H 2.2272 1.1389 -2.3097 -0.9 -0.1 0.6
H -1.6867 2.0109 -0.6885 0.0 -0.5 1.0
O -0.4478 -1.7238 -0.1109 0.4 -0.5 0.0
O 0.8202 0.0876 2.4610 0.1 -2.7 -5.5
O 2.3355 -1.4574 0.4248 0.2 -0.2 0.1
H -1.4293 -3.0476 -1.5036 0.3 0.8 0.8
S 0.8691 0.8517 3.7298 0.3 1.5 3.2
O -1.5326 2.4280 -1.5362 -0.3 0.8 -1.0
O 0.6685 0.5420 -0.7234 0.4 -1.4 1.2
H 2.5208 -2.3201 0.7957 -0.3 -0.1 0.4
O 2.2747 0.8600 4.1777 1.3 -0.5 -0.1
H -0.0941 0.9162 -4.4132 -0.1 0.1 -0.2
O 0.0310 0.1627 4.6715 -0.5 -1.3 1.3
H -1.2792 -4.4894 -1.9401 0.1 0.0 0.1
O -1.7775 -3.6921 -2.1197 -0.3 -0.5 -0.8
H 3.4603 1.3319 -3.1664 0.1 0.1 -0.1
O -0.1678 0.6888 -3.4863 0.3 0.2 -0.3
```
Forces are in eV/Å.

Properties
**Kohn-Sham gap**: 3.24 eV
**Energy above the lowest of the compared OMol25 structures with the same formula, charge and spin**: 108.7 kJ/mol
**HOMO**: 0.098 Ha
**Charge**: -3
**Calculated total energy**: -2874.93129 hartree
**2S+1**: 1

Question: calculated total energy of number 10 (H10O15S2V)?
Answer: -2874.93129 hartree

Question: Which formula does entry 9 have?
Answer: H10NO3